The following is a DFT calculation (ωB97M-V/def2-TZVPD) of a 5-piece molecular cluster, C20H42O21S5 overall.

Structure (XYZ):
```
88
Properties=species:S:1:pos:R:3
C -2.15 -5.47 -0.05
O -2.86 -5.01 -1.25
C -1.91 -4.37 -2.20
C -1.85 -2.78 -1.80
C -3.17 -2.03 -2.43
C -3.21 -0.41 -2.24
C -2.84 0.13 -0.74
C -4.12 0.66 0.14
C -4.14 2.30 0.30
C -3.76 2.65 1.89
C -4.02 4.24 2.22
C -2.87 5.24 1.55
C -1.34 4.88 2.05
O -1.33 4.35 3.43
S -0.59 5.61 4.37
O -1.25 5.61 5.78
O 1.09 5.23 4.47
O 1.32 4.07 3.87
H -2.75 -5.15 0.92
H -1.11 -4.92 0.02
H -2.04 -6.66 -0.01
H -2.34 -4.53 -3.29
H -0.85 -4.87 -2.15
H -1.98 -2.72 -0.62
H -0.84 -2.24 -2.04
H -4.13 -2.59 -1.99
H -3.15 -2.25 -3.60
H -2.55 0.14 -3.08
H -4.33 -0.06 -2.48
H -2.13 1.08 -0.88
H -2.24 -0.62 -0.07
H -5.11 0.19 -0.27
H -3.98 0.23 1.25
H -5.26 2.63 0.06
H -3.39 2.86 -0.41
H -2.67 2.32 2.15
H -4.50 2.03 2.57
H -5.08 4.54 1.78
H -4.00 4.38 3.38
H -3.12 6.34 1.88
H -2.90 5.19 0.36
H -0.72 5.88 2.02
H -0.81 4.11 1.32
H 1.43 4.30 2.90
C 2.96 -5.59 -3.90
C 2.96 -5.23 -2.42
O 2.98 -3.81 -2.38
S 2.17 -3.24 -3.68
O 0.82 -2.92 -3.26
O 3.02 -2.30 -4.37
O 2.12 -4.62 -4.53
H 3.96 -5.51 -4.33
H 2.58 -6.60 -4.08
H 3.83 -5.64 -1.89
H 2.05 -5.57 -1.93
C 8.47 -3.33 -4.53
C 7.36 -2.60 -5.29
O 6.85 -3.56 -6.21
S 6.97 -5.05 -5.55
O 5.69 -5.39 -4.96
O 7.66 -5.91 -6.48
O 8.00 -4.66 -4.34
H 9.39 -3.38 -5.13
H 8.70 -2.86 -3.57
H 7.73 -1.72 -5.81
H 6.55 -2.32 -4.61
C -1.51 -3.22 5.29
C -2.62 -2.50 4.54
O -3.14 -3.46 3.62
S -3.01 -4.94 4.28
O -4.29 -5.28 4.87
O -2.32 -5.80 3.34
O -1.99 -4.56 5.48
H -0.59 -3.27 4.69
H -1.29 -2.76 6.26
H -2.25 -1.61 4.01
H -3.43 -2.21 5.22
C 1.96 8.13 2.95
C 3.16 8.93 2.46
O 2.90 9.18 1.08
S 1.29 9.32 0.86
O 0.96 10.73 0.86
O 0.90 8.42 -0.20
O 0.83 8.69 2.29
H 2.04 7.08 2.65
H 1.83 8.19 4.03
H 4.10 8.39 2.59
H 3.22 9.89 2.98
```

Frontier orbital gap: 9.1063 eV
HOMO level: -9.23 eV


The following is a DFT calculation (ωB97M-V/def2-TZVPD) of a 5-piece molecular cluster, C20H43ClO14P2 overall.

Structure (XYZ):
```
80
Properties=species:S:1:pos:R:3
C -7.59 1.50 7.74
C -6.88 0.17 7.51
C -5.95 -0.17 8.68
O -4.72 0.52 8.72
C -3.90 0.31 7.60
P -3.91 1.79 6.42
P -4.41 1.16 4.37
O -4.40 -0.49 4.41
Cl -6.44 1.69 4.10
H -8.07 1.84 6.82
H -6.91 2.26 8.11
H -8.37 1.37 8.49
H -7.65 -0.60 7.51
H -6.40 0.13 6.54
H -6.48 0.10 9.59
H -5.81 -1.25 8.72
H -4.17 -0.60 7.06
H -2.87 0.20 7.93
H -4.99 2.57 6.86
H -5.03 -0.83 5.07
C 2.12 -2.57 1.95
C 2.55 -1.46 2.88
O 1.58 -0.42 2.94
C 0.52 -0.66 3.71
O 0.32 -1.66 4.36
O -0.31 0.38 3.63
C -1.54 0.21 4.33
H 1.87 -2.17 0.97
H 2.92 -3.31 1.84
H 1.23 -3.08 2.33
H 3.46 -0.99 2.51
H 2.77 -1.84 3.89
H -1.36 -0.07 5.37
H -2.14 -0.54 3.84
H -2.07 1.17 4.31
C -3.71 -1.21 -0.70
C -3.06 -0.59 -1.92
O -2.42 0.65 -1.60
C -1.23 0.54 -1.01
O -0.65 -0.49 -0.76
O -0.78 1.77 -0.75
C 0.46 1.80 -0.04
H -4.39 -0.50 -0.23
H -4.28 -2.10 -0.98
H -2.96 -1.50 0.04
H -3.82 -0.34 -2.66
H -2.35 -1.27 -2.39
H 1.21 1.20 -0.54
H 0.32 1.44 0.98
H 0.79 2.83 0.00
C 2.62 0.49 -3.64
C 3.46 -0.09 -2.52
O 4.72 -0.59 -3.01
C 5.65 0.34 -3.24
O 5.55 1.52 -3.06
O 6.72 -0.28 -3.75
C 7.78 0.59 -4.14
H 2.50 -0.24 -4.44
H 1.64 0.77 -3.26
H 3.10 1.37 -4.07
H 2.95 -0.94 -2.08
H 3.63 0.64 -1.73
H 8.06 1.26 -3.32
H 7.49 1.17 -5.01
H 8.63 -0.03 -4.39
C 2.06 0.04 -10.15
C 2.71 1.10 -9.29
O 3.07 0.59 -8.00
C 4.19 -0.14 -7.97
O 4.91 -0.37 -8.90
O 4.36 -0.57 -6.72
C 5.50 -1.42 -6.53
H 1.21 -0.40 -9.63
H 1.70 0.48 -11.09
H 2.76 -0.75 -10.39
H 2.01 1.91 -9.09
H 3.58 1.54 -9.78
H 6.40 -0.96 -6.92
H 5.33 -2.38 -7.01
H 5.61 -1.57 -5.46
```

Frontier orbital gap: 9.3590 eV
Structure (SMILES): CCCOC[PH]#P(O)Cl.CCOC(=O)OC.CCOC(=O)OC.CCOC(=O)OC.CCOC(=O)OC
HOMO level: -9.08 eV


The following is a DFT calculation (ωB97M-V/def2-TZVPD) of C20H43CsF2MgNNaO17PS2 as an isolated structure.

Structure (XYZ):
```
89
Properties=species:S:1:pos:R:3
C 1.46 -4.44 -0.62
C 1.49 -2.96 -1.04
O 0.14 -2.47 -1.05
C 0.18 -1.06 -1.10
C -1.07 -0.51 -0.34
O -1.84 -1.61 0.24
S -3.38 -1.59 -0.20
O -3.40 -1.96 -1.56
O -3.95 -0.27 0.02
N -4.09 -2.74 0.68
S -5.77 -2.66 0.56
O -6.30 -1.41 0.95
O -6.26 -3.66 1.58
C -6.46 -3.21 -1.08
O -7.72 -2.73 -1.21
O -7.78 -1.94 -2.40
H 2.41 -4.68 -0.15
H 1.37 -5.03 -1.54
H 0.59 -4.68 0.00
H 1.86 -2.91 -2.06
H 2.13 -2.38 -0.37
H 0.15 -0.77 -2.16
H 1.12 -0.69 -0.68
H -0.69 0.11 0.47
H -1.63 0.10 -1.06
H -5.83 -2.95 -1.94
H -6.53 -4.30 -1.03
H -7.85 -2.62 -3.10
C -3.61 -3.75 5.18
C -2.56 -2.65 5.09
O -1.40 -2.88 5.26
C -3.07 -1.25 4.77
H -3.13 -4.70 5.41
H -4.32 -3.52 5.97
H -4.15 -3.86 4.23
H -3.76 -0.91 5.54
H -3.57 -1.23 3.78
H -2.22 -0.57 4.72
Mg -4.40 -2.94 2.80
F -7.25 -0.31 -1.04
C 4.85 -0.94 -3.70
C 4.58 -0.36 -2.30
C 5.63 -0.93 -1.33
O 3.33 -0.74 -1.89
H 4.78 -2.03 -3.71
H 4.14 -0.54 -4.43
H 5.87 -0.68 -4.05
H 4.80 0.74 -2.38
H 5.57 -2.02 -1.27
H 5.48 -0.52 -0.32
H 6.65 -0.67 -1.64
O 2.67 4.96 -2.45
P 4.04 4.63 -2.94
O 3.77 4.25 -4.55
C 2.79 4.95 -5.29
C 3.44 5.95 -6.23
O 4.23 3.16 -2.30
C 3.52 2.78 -1.11
C 2.33 1.91 -1.45
O 5.65 4.69 -3.13
C 6.25 5.78 -3.84
C 5.88 7.13 -3.26
H 2.06 5.46 -4.66
H 2.25 4.20 -5.88
H 3.93 6.74 -5.67
H 2.69 6.41 -6.88
H 4.20 5.47 -6.86
H 3.21 3.66 -0.55
H 4.21 2.22 -0.48
H 1.65 2.43 -2.14
H 1.78 1.64 -0.55
H 2.66 0.98 -1.94
H 5.99 5.72 -4.90
H 7.33 5.64 -3.77
H 4.79 7.31 -3.33
H 6.39 7.93 -3.79
H 6.14 7.18 -2.20
Cs 1.94 3.17 -7.13
C -5.16 -1.58 9.15
C -4.26 -2.25 10.15
O -4.41 -3.63 9.83
C -4.70 -3.69 8.51
O -4.64 -4.68 7.84
O -5.07 -2.47 8.02
F -4.68 -2.05 11.42
H -6.19 -1.53 9.49
H -4.83 -0.58 8.89
H -3.21 -1.98 10.08
Na -3.22 1.36 -0.59
```

Frontier orbital gap: 2.7655 eV
Charge: +1
HOMO level: -7.14 eV


The following is a DFT calculation (ωB97M-V/def2-TZVPD) of a 3-piece molecular cluster, C20H43N2O7P overall.

Structure (XYZ):
```
73
Properties=species:S:1:pos:R:3
C -3.55 0.50 0.03
C -3.13 0.69 1.63
C -1.50 0.73 1.70
C -0.83 -0.59 2.49
N 0.66 -0.37 2.45
C 1.40 -1.39 1.62
P 1.54 -3.00 2.66
O 1.59 -2.76 4.23
O 2.80 -0.87 1.71
C 2.90 0.30 0.78
O 3.44 1.49 1.05
C 2.19 -0.32 -0.56
C 3.04 -0.59 -1.93
C 4.37 -1.53 -1.78
O 4.59 -2.13 -0.46
C 1.15 -1.49 0.00
C 1.10 -2.94 -0.75
C -0.01 -3.08 -1.95
N -1.36 -2.46 -1.65
C -2.43 -3.50 -1.41
C -2.11 -4.17 0.09
C -1.76 -1.40 -2.64
C -3.21 -1.19 -3.36
O -0.82 -0.46 -2.93
H -3.38 -0.59 -0.36
H -2.94 1.23 -0.68
H -4.68 0.83 -0.05
H -3.64 -0.10 2.33
H -3.50 1.79 1.91
H -1.04 0.84 0.60
H -1.15 1.67 2.34
H -1.19 -1.58 1.94
H -1.26 -0.66 3.58
H 1.03 -0.33 3.45
H 2.83 -3.60 2.31
H 0.55 -4.01 2.28
H 1.47 0.57 -0.89
H 3.40 0.46 -2.38
H 2.29 -1.02 -2.74
H 5.38 -1.02 -2.14
H 4.21 -2.44 -2.54
H 4.62 -3.12 -0.58
H 0.11 -0.91 -0.11
H 0.93 -3.86 -0.02
H 2.16 -3.15 -1.26
H 0.48 -2.73 -2.95
H -0.21 -4.25 -2.08
H -3.53 -3.08 -1.33
H -2.38 -4.39 -2.20
H -2.97 -4.96 0.30
H -2.26 -3.33 0.92
H -1.08 -4.71 0.14
H -3.61 -0.10 -3.10
H -4.00 -2.04 -3.18
H -3.01 -1.17 -4.54
C 1.43 4.58 -1.47
C 1.53 3.07 -1.58
O 0.25 2.49 -1.37
H 1.05 4.87 -0.48
H 2.41 5.04 -1.62
H 0.73 4.98 -2.21
H 2.21 2.67 -0.82
H 1.90 2.77 -2.56
H -0.35 2.84 -2.06
C -0.30 6.00 3.09
C -0.50 4.53 2.75
O -1.57 4.39 1.84
H -1.21 6.41 3.53
H 0.52 6.13 3.80
H -0.09 6.58 2.19
H -0.73 3.96 3.65
H 0.41 4.12 2.29
H -1.35 4.90 1.04
```

Frontier orbital gap: 9.2723 eV
Structure (SMILES): CCCCN[C@]1([PH2]=O)OC(=O)[C@@H](CCO)[C@H]1CCN(CC)C(C)=O.CCO.CCO
HOMO level: -8.98 eV


The following is a DFT calculation (ωB97M-V/def2-TZVPD) of C20H43N2OP3V as an isolated structure.

Structure (XYZ):
```
70
Properties=species:S:1:pos:R:3
V -0.38 0.08 -0.97
P 0.62 -2.06 -1.27
P 1.34 1.33 -2.02
P -2.47 -0.71 -1.71
H -2.17 2.24 2.53
C -3.21 1.92 2.72
C -3.52 0.63 2.88
H -2.75 -0.15 2.80
C 2.17 -2.36 -0.35
C 1.11 -2.44 -3.00
C -0.39 -3.50 -0.76
C 1.49 2.94 -1.17
C 3.08 0.82 -2.20
C 0.81 1.79 -3.71
C -3.41 -1.81 -0.59
C -2.39 -1.63 -3.31
C -3.81 0.46 -2.14
H -3.96 2.72 2.80
H -4.54 0.30 3.10
H 1.94 -2.64 0.68
H 2.81 -1.47 -0.34
H 2.72 -3.18 -0.83
H 1.65 -1.59 -3.44
H 0.23 -2.64 -3.61
H 1.77 -3.32 -3.01
H -0.80 -3.33 0.24
H 0.24 -4.39 -0.74
H -1.22 -3.67 -1.45
H 1.64 3.75 -1.90
H 2.36 2.88 -0.50
H 0.59 3.16 -0.58
H 3.57 1.40 -3.00
H 3.14 -0.25 -2.44
H 3.61 1.00 -1.25
H 1.60 2.35 -4.23
H -0.11 2.39 -3.66
H 0.60 0.86 -4.26
H -4.28 -2.23 -1.12
H -3.76 -1.21 0.26
H -2.79 -2.62 -0.21
H -3.39 -1.61 -3.77
H -2.08 -2.67 -3.18
H -1.69 -1.12 -3.99
H -4.51 -0.05 -2.82
H -3.40 1.34 -2.64
H -4.35 0.77 -1.24
C -2.13 3.49 -1.15
C -1.76 4.67 -1.81
C -2.74 5.63 -2.07
C -4.03 5.46 -1.54
C -4.31 4.37 -0.70
C -3.35 3.38 -0.47
O -1.42 2.39 -1.54
H -1.49 1.52 -0.92
H -0.75 4.72 -2.21
H -2.48 6.51 -2.66
H -4.81 6.18 -1.80
H -5.29 4.31 -0.23
H -3.55 2.52 0.18
C 2.42 -1.05 3.19
N 1.84 0.26 2.81
C 2.27 1.45 3.57
C 0.97 0.35 1.85
N 0.31 0.20 0.89
H 3.06 -0.89 4.05
H 3.01 -1.47 2.36
H 1.62 -1.77 3.44
H 2.69 2.20 2.89
H 1.41 1.89 4.10
H 3.03 1.14 4.29
```

⟨S²⟩: 0.80
Frontier orbital gap (spin up / spin down): 3.7003 / 3.8556 eV
Charge: +4
Multiplicity: 2
HOMO level (spin up / spin down): -19.49 / -19.29 eV


The following is a DFT calculation (ωB97M-V/def2-TZVPD) of C20H43N5O10Tl as an isolated structure.

Structure (XYZ):
```
79
Properties=species:S:1:pos:R:3
Tl 1.03 2.64 -3.63
O -1.01 2.38 -1.16
C -0.53 1.20 -0.44
C 1.04 1.10 -0.17
O 2.01 1.29 -1.17
H -0.97 0.32 -0.91
H -1.08 1.03 0.49
H 1.21 0.15 0.35
H 1.04 1.84 0.63
C 4.06 3.24 0.33
C 4.76 1.92 0.45
O 5.14 1.85 1.75
C 5.39 3.07 2.25
O 5.97 3.33 3.36
O 4.76 3.97 1.35
H 3.01 3.25 0.63
H 4.19 3.70 -0.65
H 5.62 1.91 -0.22
H 4.14 1.07 0.15
C -7.07 -0.75 1.79
C -5.83 -1.14 1.08
O -4.98 -1.87 1.56
N -5.72 -0.61 -0.14
C -4.49 -0.66 -0.96
H -6.76 -0.43 2.79
H -7.64 -1.63 2.09
H -7.69 0.01 1.32
H -6.45 0.02 -0.46
H -4.05 -1.60 -0.62
H -3.94 0.27 -0.89
H -4.68 -0.93 -2.00
C 0.82 -3.55 1.23
C 1.83 -3.04 2.23
O 2.33 -3.83 2.96
N 2.27 -1.79 2.09
C 3.18 -1.20 3.10
H 1.20 -4.36 0.60
H 0.52 -2.72 0.60
H -0.09 -3.82 1.77
H 1.99 -1.27 1.27
H 3.93 -1.95 3.36
H 2.64 -0.85 3.98
H 3.65 -0.30 2.71
C -3.21 3.85 3.78
C -2.34 3.63 2.60
O -2.67 4.02 1.55
N -1.18 2.96 2.72
C -0.99 2.05 3.89
H -2.69 4.35 4.59
H -3.75 2.94 4.06
H -4.00 4.52 3.45
H -0.65 2.94 1.86
H -1.88 1.47 4.12
H -0.70 2.68 4.74
H -0.23 1.28 3.79
C 1.52 -2.71 -2.16
C 2.93 -2.79 -1.56
O 3.58 -3.84 -1.88
N 3.44 -1.76 -0.90
C 4.79 -1.82 -0.34
H 1.52 -3.04 -3.20
H 1.36 -1.63 -2.19
H 0.71 -3.18 -1.59
H 2.93 -0.89 -0.90
H 5.20 -2.83 -0.36
H 4.72 -1.43 0.67
H 5.40 -1.15 -0.94
C -1.66 -1.81 -3.41
C -1.18 -0.78 -4.38
O -0.42 0.08 -4.07
N -1.81 -0.87 -5.59
C -1.56 -0.04 -6.71
H -1.11 -1.73 -2.47
H -1.28 -2.75 -3.82
H -2.73 -1.90 -3.25
H -2.55 -1.56 -5.63
H -0.52 0.27 -6.76
H -2.16 0.85 -6.89
H -1.55 -0.59 -7.65
```

⟨S²⟩: 1.76
Frontier orbital gap (spin up / spin down): 4.2701 / 2.6976 eV
Charge: +2
Multiplicity: 2
HOMO level (spin up / spin down): -13.55 / -13.55 eV


Max |F|, respectively: 5.8, 1.1, 9.1, 9.2, 3.6, 7.1 eV Å⁻¹.